# 1
Molecular formula: C5H9NO
Method: DFT, the ωB97M-V functional and the def2-TZVPD basis

```
16
Properties=species:S:1:pos:R:3:forces:R:3
C 1.540 0.613 -0.197 -0.414 -0.041 0.210
C 0.166 -0.038 0.078 0.079 -0.128 0.008
C 0.263 -1.196 1.073 0.028 -0.130 -0.082
C -1.149 0.803 0.334 0.095 0.114 0.102
N -1.570 0.401 -1.005 -0.082 -0.103 -0.328
C -0.460 -0.348 -1.276 0.035 -0.270 -0.401
O -0.056 -0.928 -2.254 -0.375 0.039 0.176
H 2.282 -0.174 -0.422 -0.383 0.259 0.332
H 1.785 1.139 0.717 0.645 0.264 0.063
H 1.583 1.291 -1.067 -0.405 -0.123 0.487
H 0.439 -0.842 2.100 0.020 0.065 -0.309
H 1.079 -1.872 0.808 -0.073 0.023 -0.006
H -0.668 -1.775 1.086 0.153 0.097 -0.025
H -1.795 0.377 1.119 0.338 0.122 -0.153
H -1.085 1.886 0.491 0.272 -0.166 -0.153
H -2.355 0.661 -1.584 0.067 -0.021 0.080
```
Positions in Å, forces in eV/Å.

The energy above the lowest of the compared OMol25 structures with the same formula, charge and spin comes out at 91.3 kJ/mol. The molar mass comes out at 99.133 g mol⁻¹. The LUMO energy is 0.0307 Ha.

These are the Mulliken partial charges, in e, on atoms 1 to 4: C -1.562; C 1.700; C -1.620; C -0.707

***

# 2
Molecular formula: C4H7NO
Method: DFT, the ωB97M-V functional and the def2-TZVPD basis

```
13
Properties=species:S:1:pos:R:3:forces:R:3
C -0.554 -0.352 1.418 0.066 0.021 -0.001
C -0.107 -0.007 0.013 -0.042 0.137 0.137
C -0.242 1.414 -0.438 0.029 0.077 -0.354
O -0.027 1.775 -1.574 -0.344 -0.099 0.444
C 1.065 -0.631 -0.686 0.305 -0.008 0.055
N -0.279 -1.057 -0.990 -0.137 0.033 -0.186
H -1.582 -0.730 1.407 0.166 0.107 -0.034
H 0.078 -1.127 1.860 -0.071 0.091 -0.096
H -0.519 0.526 2.073 0.052 -0.121 -0.093
H -0.491 2.150 0.354 -0.030 -0.058 -0.080
H 1.542 0.022 -1.417 0.095 -0.257 0.217
H 1.701 -1.327 -0.145 -0.170 0.011 -0.071
H -0.583 -0.656 -1.874 0.083 0.065 0.062
```
Positions in Å, forces in eV/Å.

The energy above the lowest of the compared OMol25 structures with the same formula, charge and spin comes out at 185.9 kJ/mol. The molar mass comes out at 85.106 g mol⁻¹. The LUMO energy is 0.0324 Ha.

These are the Mulliken partial charges, in e, on atoms 1 to 4: C -1.244; C 1.133; C -0.236; O -0.504

***

# 3
Molecular formula: C4H6N2O2
Method: DFT, the ωB97M-V functional and the def2-TZVPD basis

```
14
Properties=species:S:1:pos:R:3:forces:R:3
C 1.790 0.389 0.018 -0.674 2.071 -2.930
N 1.111 1.324 -0.698 3.740 -3.778 2.351
N -0.035 1.712 -0.219 -4.443 0.835 1.490
C -1.163 1.051 -0.212 0.761 2.608 -4.850
O -1.359 -0.056 -1.026 -0.245 -0.231 2.600
C -0.513 -1.150 -0.390 1.196 1.358 -5.980
C -0.175 -0.706 1.047 -1.994 -1.797 0.588
O 1.241 -0.561 0.928 2.199 2.701 0.550
H 2.913 0.392 -0.394 -2.652 -1.085 1.726
H -2.105 1.583 -0.007 0.646 -0.102 0.501
H -0.950 -2.082 -0.993 0.928 1.501 2.637
H 0.521 -0.780 -1.110 -2.779 -2.350 2.301
H -0.874 0.426 1.142 2.509 -4.015 1.248
H -0.401 -1.545 1.913 0.807 2.283 -2.232
```
Positions in Å, forces in eV/Å.

The energy above the lowest of the compared OMol25 structures with the same formula, charge and spin comes out at 800.8 kJ/mol. The molar mass comes out at 114.104 g mol⁻¹. The LUMO energy is 0.0099 Ha.

These are the Mulliken partial charges, in e, on atoms 1 to 4: C -0.069; N -0.404; N -0.078; C 0.053

***

# 4
Molecular formula: C56H53FeN2OP3
Method: DFT, the ωB97M-V functional and the def2-TZVPD basis

```
116
Properties=species:S:1:pos:R:3:forces:R:3
Fe -18.460 10.743 -4.755 1.652 1.708 -1.860
C -15.861 14.304 -8.009 -1.618 0.386 -0.414
C -16.043 13.336 -6.827 0.130 -1.633 -0.309
C -15.902 11.862 -7.336 -0.597 0.181 -0.480
C -17.325 13.607 -6.032 0.302 1.065 1.730
C -17.201 14.971 -5.188 -0.782 -1.562 -0.018
O -17.093 14.520 -3.772 -0.008 -1.954 -1.260
C -17.200 13.146 -3.748 -0.340 1.789 -2.499
N -17.609 12.578 -4.906 1.368 1.628 1.199
C -16.681 12.538 -2.533 0.604 -0.310 1.792
C -16.401 13.423 -1.422 -0.671 0.572 -1.718
C -15.677 12.985 -0.334 0.285 1.414 0.614
C -15.293 11.674 -0.258 -0.387 -0.551 -0.858
C -15.565 10.773 -1.291 0.367 -0.803 0.588
C -16.221 11.167 -2.444 -1.233 0.584 0.083
P -16.787 9.851 -3.622 2.448 -1.749 0.769
C -17.241 8.315 -2.779 0.434 0.145 0.177
C -16.319 7.619 -1.975 -0.132 0.496 -0.259
C -16.613 6.371 -1.512 -0.185 -0.680 0.624
C -17.822 5.771 -1.889 -0.491 -1.301 0.406
C -18.744 6.408 -2.706 1.000 1.124 0.630
C -18.430 7.720 -3.137 -0.242 -1.147 0.690
C -15.189 9.295 -4.393 0.569 0.434 -0.554
C -14.440 10.416 -4.780 0.541 -0.291 -0.130
C -13.133 10.293 -5.221 0.764 0.993 -0.097
C -12.455 9.089 -5.118 -0.880 0.109 -0.215
C -13.172 7.943 -4.816 -1.517 -0.464 -0.100
C -14.596 8.014 -4.577 0.675 0.182 0.950
H -15.314 13.900 -8.859 0.124 -0.322 0.264
H -15.365 15.211 -7.732 0.376 0.581 0.309
H -16.853 14.640 -8.441 0.842 -0.507 0.487
H -15.233 13.460 -6.117 0.333 0.274 0.229
H -16.264 11.776 -8.389 0.085 -0.085 0.859
H -16.357 11.077 -6.707 -0.315 0.472 -0.163
H -14.867 11.553 -7.319 0.439 0.238 -0.274
H -18.172 13.729 -6.685 -0.471 -0.399 -0.268
H -18.119 15.551 -5.337 0.273 0.028 0.485
H -16.325 15.584 -5.399 -0.029 -0.248 -0.013
H -16.727 14.503 -1.462 0.431 -1.479 -0.123
H -15.349 13.732 0.432 -0.594 -0.906 -0.597
H -14.832 11.305 0.612 0.749 -0.317 0.900
H -15.245 9.716 -1.113 -0.391 1.352 -0.407
H -15.367 8.055 -1.724 0.077 -0.065 -0.070
H -15.929 5.892 -0.794 -0.399 0.037 -0.602
H -18.083 4.751 -1.510 0.375 1.024 -0.301
H -19.707 5.956 -2.857 -0.184 -0.089 -0.408
H -19.134 8.263 -3.737 -0.234 0.130 -0.218
H -14.857 11.406 -4.687 -0.144 0.215 -0.081
H -12.529 11.148 -5.601 -0.837 -0.460 0.545
H -11.406 9.126 -5.335 0.371 -0.525 -0.016
H -12.657 6.976 -4.810 -0.428 0.334 0.026
H -15.172 7.085 -4.367 0.597 0.800 -0.173
C -20.884 10.450 -6.716 0.207 -0.056 -0.012
N -21.836 10.216 -5.661 -1.720 0.130 0.008
C -21.423 9.821 -4.311 -0.696 0.013 0.862
P -20.128 10.866 -3.352 -2.761 0.618 2.197
C -21.209 12.341 -3.061 0.465 -1.299 0.941
C -21.327 13.321 -4.030 0.184 0.023 -0.800
C -22.374 14.196 -3.943 -1.703 0.296 0.399
C -23.236 14.190 -2.810 1.426 0.702 -0.937
C -22.946 13.361 -1.730 -0.574 -0.225 0.052
C -22.027 12.321 -1.900 0.480 0.817 -0.824
C -19.974 10.163 -1.615 -0.678 -0.911 0.062
C -19.370 10.955 -0.608 -0.535 -0.487 -0.726
C -19.232 10.476 0.703 0.386 -0.590 -1.317
C -19.604 9.152 0.955 -0.138 0.586 0.492
C -20.238 8.394 0.009 -0.333 -0.126 -0.787
C -20.483 8.890 -1.271 0.266 0.349 -0.419
C -23.208 10.343 -6.002 0.960 -1.241 0.461
C -23.670 9.887 -7.259 -0.391 -0.023 -0.411
C -25.021 9.808 -7.560 -0.527 -0.148 -0.898
C -26.005 10.159 -6.604 1.364 -0.314 0.236
C -25.559 10.597 -5.362 1.389 0.294 0.818
C -24.197 10.678 -5.070 -0.297 1.359 0.672
P -19.230 9.599 -6.603 -0.162 -0.464 -2.641
C -19.562 7.851 -6.732 0.362 -1.024 -0.698
C -20.439 7.342 -7.722 -0.966 -0.487 0.228
C -20.916 6.017 -7.591 2.414 0.371 0.806
C -20.272 5.140 -6.659 -1.297 0.900 -0.198
C -19.212 5.601 -5.908 -0.029 0.058 -0.208
C -18.834 6.930 -5.980 -0.308 0.337 0.020
C -18.584 9.950 -8.316 -0.399 0.284 -0.476
C -17.641 9.105 -8.899 1.421 0.482 -0.816
C -17.067 9.493 -10.143 -0.792 0.779 0.633
C -17.493 10.637 -10.871 -0.142 -1.286 1.154
C -18.554 11.388 -10.356 0.115 -0.768 0.535
C -19.070 11.020 -9.094 -0.378 0.545 0.272
H -20.642 11.512 -6.617 0.057 0.254 -0.434
H -21.384 10.270 -7.673 0.497 0.239 0.172
H -21.054 8.787 -4.348 -0.162 0.037 -0.193
H -22.343 9.850 -3.710 0.402 -0.291 -0.029
H -20.699 13.445 -4.928 0.041 -0.569 0.600
H -22.584 14.820 -4.817 0.039 0.151 0.601
H -23.996 14.961 -2.800 -0.154 -0.204 0.346
H -23.478 13.494 -0.777 0.130 -0.280 -0.571
H -21.898 11.552 -1.143 -0.030 0.285 -0.128
H -19.115 11.949 -0.944 0.419 0.285 0.563
H -18.704 11.041 1.443 -0.079 0.399 0.312
H -19.514 8.671 1.916 0.383 0.370 0.310
H -20.523 7.400 0.312 -0.287 -0.182 -0.284
H -21.036 8.268 -1.991 0.359 0.335 0.335
H -22.920 9.497 -7.915 -0.185 -0.258 -0.660
H -25.387 9.450 -8.562 0.734 0.293 1.182
H -27.050 10.032 -6.772 -0.499 0.045 -0.383
H -26.191 10.922 -4.550 -0.504 -0.012 -0.258
H -23.859 11.282 -4.215 -0.373 -0.664 0.088
H -20.714 7.969 -8.602 -0.187 -0.406 0.946
H -21.615 5.593 -8.263 -0.678 -0.108 -0.615
H -20.687 4.152 -6.471 0.249 0.082 -0.350
H -18.686 4.984 -5.203 0.138 -0.441 -0.059
H -17.947 7.221 -5.445 -0.045 0.311 0.313
H -17.203 8.219 -8.411 -0.463 0.494 -0.090
H -16.225 8.942 -10.519 0.046 -0.380 -0.168
H -17.013 10.824 -11.823 -0.145 0.284 0.070
H -18.979 12.209 -10.930 0.038 -0.136 0.289
H -19.925 11.571 -8.677 0.543 0.123 -0.456
```
Positions in Å, forces in eV/Å.

The molar mass comes out at 918.820 g mol⁻¹. Its spin multiplicity is 6. As for the charge: +3. The LUMO energy (alpha / beta) is -0.2814 / -0.3886 Ha. The expectation value of S² is 8.803.

These are the Mulliken partial charges, in e, on atoms 1 to 4: Fe -0.938; C -1.729; C 0.628; C -1.037